Entry 1:
The following is a quantum chemistry calculation of a single C19H26N2O6S molecule in a non-equilibrium geometry, from OMol25.

Calculated values
- orbital gap (hartree) = 0.3309
- LUMO level (Ha) = -0.0141
- ΔE to the lowest compared entry with this formula, charge and spin (eV) = 1.809
- net charge = 0
- structure (SMILES) = O=C(OCC(=O)N1CCCCCC1)c1ccc(S(=O)(=O)N2CCOCC2)cc1
- electronic energy (a.u.) = -1698.756649
- E_HOMO (eV) = -9.39
- multiplicity = 1

Element x y z (Å)
1 O 0.389 3.740 0.504
2 C 0.750 2.869 -0.250
3 O 2.018 2.470 -0.378
4 C 3.016 3.143 0.380
5 H 3.683 3.645 -0.327
6 H 2.545 3.893 1.026
7 C 3.901 2.200 1.207
8 O 5.100 2.187 0.993
9 N 3.331 1.465 2.182
10 C 1.918 1.429 2.478
11 H 1.466 2.393 2.239
12 C 1.195 0.316 1.708
13 C 1.433 -1.075 2.287
14 H 0.920 -1.803 1.654
15 H 0.988 -1.139 3.283
16 C 2.913 -1.447 2.377
17 H 3.397 -1.277 1.414
18 H 2.981 -2.514 2.598
19 C 3.651 -0.671 3.469
20 H 4.495 -1.263 3.830
21 H 2.981 -0.524 4.319
22 C 4.228 0.663 3.003
23 H 4.529 1.253 3.878
24 H 5.121 0.492 2.396
25 H 1.535 0.330 0.671
26 H 0.123 0.528 1.712
27 H 1.799 1.275 3.553
28 C -0.173 2.093 -1.121
29 C -1.537 2.364 -1.033
30 C -2.434 1.652 -1.808
31 C -1.956 0.680 -2.667
32 C -0.605 0.407 -2.774
33 C 0.295 1.119 -2.001
34 H 1.354 0.929 -2.075
35 H -0.280 -0.344 -3.476
36 S -3.124 -0.336 -3.577
37 O -4.346 0.389 -3.745
38 O -2.467 -0.893 -4.720
39 N -3.443 -1.597 -2.535
40 C -4.193 -1.276 -1.343
41 H -5.014 -0.624 -1.639
42 C -4.715 -2.584 -0.742
43 H -5.209 -2.402 0.213
44 O -3.654 -3.473 -0.476
45 C -2.942 -3.782 -1.651
46 H -2.149 -4.470 -1.356
47 C -2.358 -2.516 -2.285
48 H -1.889 -2.737 -3.243
49 H -1.617 -2.075 -1.599
50 H -3.608 -4.272 -2.376
51 H -5.423 -3.045 -1.445
52 H -3.558 -0.763 -0.603
53 H -3.494 1.846 -1.776
54 H -1.869 3.133 -0.352

Forces on the atoms, in the same order (eV/Å):
0.0 -0.1 -0.1
-0.3 0.3 0.3
0.1 -0.3 -0.2
0.4 0.5 0.2
-0.1 -0.2 0.2
0.1 -0.2 -0.1
-0.3 0.2 -0.4
0.3 0.2 -0.2
0.1 -0.3 0.3
-0.4 0.0 -0.4
0.1 0.0 0.1
-0.1 -0.1 0.3
0.1 0.1 -0.3
-0.1 0.0 0.1
0.0 -0.1 0.0
-0.2 -0.1 0.3
0.1 -0.1 -0.1
0.1 0.0 -0.1
0.0 0.1 -0.2
0.0 0.1 0.1
0.0 -0.1 0.1
0.3 -0.1 0.2
0.1 0.0 -0.1
-0.1 0.0 0.2
0.0 0.0 0.0
-0.1 0.0 0.0
0.0 0.1 0.0
-0.2 -0.1 -0.2
0.2 0.0 0.0
-0.1 0.1 0.0
-0.4 -0.4 -0.3
0.1 -0.1 -0.1
-0.1 0.1 0.1
0.1 0.0 0.0
0.1 -0.1 -0.1
-0.1 -0.3 0.2
0.0 0.2 0.3
0.3 0.0 0.2
0.0 0.7 -0.8
-0.4 0.0 0.5
-0.1 0.0 0.2
-0.1 0.3 -0.1
0.0 0.0 -0.1
0.1 -0.1 0.2
0.2 0.1 -0.2
0.0 0.0 -0.1
0.3 -0.5 0.1
0.1 -0.1 0.1
0.0 -0.1 0.0
0.1 0.0 0.0
0.0 0.0 0.1
-0.1 0.0 0.0
-0.1 0.1 0.1
0.0 0.0 0.0

Taken from the natural (NBO) analysis, the atomic charges in e are: number 1, O, carries -0.594; number 2, C, carries 0.792; number 3, O, carries -0.507; number 4, C, carries -0.175; number 5, H, carries 0.224; number 6, H, carries 0.227; number 7, C, carries 0.652; number 8, O, carries -0.620; number 9, N, carries -0.432; number 10, C, carries -0.229; number 11, H, carries 0.224; number 12, C, carries -0.414; number 13, C, carries -0.390; number 14, H, carries 0.209; number 15, H, carries 0.193; number 16, C, carries -0.406; number 17, H, carries 0.202; number 18, H, carries 0.212; number 19, C, carries -0.414; number 20, H, carries 0.222; number 21, H, carries 0.193; number 22, C, carries -0.219; number 23, H, carries 0.194; number 24, H, carries 0.239; number 25, H, carries 0.207; number 26, H, carries 0.211; number 27, H, carries 0.205; number 28, C, carries -0.169; number 29, C, carries -0.151; number 30, C, carries -0.205; number 31, C, carries -0.314; number 32, C, carries -0.223; number 33, C, carries -0.110; number 34, H, carries 0.232; number 35, H, carries 0.245; number 36, S, carries 2.336; number 37, O, carries -0.932; number 38, O, carries -0.932; number 39, N, carries -0.668; number 40, C, carries -0.267; number 41, H, carries 0.241; number 42, C, carries -0.073; number 43, H, carries 0.201; number 44, O, carries -0.519; number 45, C, carries -0.072; number 46, H, carries 0.201; number 47, C, carries -0.267; number 48, H, carries 0.240; number 49, H, carries 0.183; number 50, H, carries 0.172; number 51, H, carries 0.172; number 52, H, carries 0.183; number 53, H, carries 0.245; number 54, H, carries 0.244



Entry 2:
The following is a quantum chemistry calculation of a molecular structure, C19H26N3O3S3SiSr, from OMol25.

Calculated values
- orbital gap (hartree) = 0.1984
- LUMO level (Ha) = 0.0780
- ΔE to the lowest compared entry with this formula, charge and spin (eV) = 0.678
- net charge = -1
- electronic energy (a.u.) = -2644.537714
- E_HOMO (eV) = -3.28
- multiplicity = 1

Element x y z (Å)
1 Sr -0.075 0.417 -0.140
2 S 1.416 2.707 -1.737
3 C -0.223 3.137 -1.829
4 N -1.253 2.359 -1.495
5 C -2.456 3.015 -1.642
6 C -3.706 2.457 -1.358
7 C -4.844 3.224 -1.528
8 C -4.759 4.541 -1.986
9 C -3.529 5.102 -2.284
10 C -2.383 4.336 -2.111
11 S -0.719 4.730 -2.386
12 H -3.773 1.432 -1.017
13 H -5.815 2.798 -1.309
14 H -5.660 5.127 -2.114
15 H -3.462 6.121 -2.646
16 N -0.838 -1.457 2.047
17 N 0.392 -1.730 2.706
18 C 1.347 -0.677 2.687
19 O 2.240 -0.669 3.525
20 O 1.141 0.157 1.747
21 H -1.465 -0.998 2.704
22 H -1.227 -2.338 1.735
23 H 0.296 -2.155 3.617
24 C 3.239 5.887 1.900
25 C 2.072 4.953 2.045
26 C 2.149 3.839 2.872
27 C 1.106 2.930 2.961
28 C -0.042 3.165 2.220
29 C -0.150 4.272 1.387
30 C 0.910 5.158 1.307
31 S -1.310 1.920 2.255
32 C -2.766 2.971 2.210
33 O -1.306 1.237 3.577
34 H 3.917 5.810 2.750
35 H 2.911 6.924 1.815
36 H 3.809 5.650 0.999
37 H 3.053 3.651 3.439
38 H 1.196 2.036 3.562
39 H -1.023 4.441 0.771
40 H 0.840 6.007 0.637
41 H -2.694 3.750 2.967
42 H -3.604 2.311 2.427
43 H -2.894 3.390 1.213
44 C 1.305 -3.732 -0.914
45 Si 1.241 -1.990 -1.725
46 C 3.089 -1.469 -1.611
47 C 1.090 -2.445 -3.587
48 H 2.089 -4.356 -1.361
49 H 0.350 -4.252 -1.042
50 H 1.496 -3.669 0.161
51 H 3.721 -2.238 -2.073
52 H 3.416 -1.346 -0.575
53 H 3.285 -0.523 -2.123
54 H 1.888 -3.129 -3.899
55 H 1.140 -1.559 -4.226
56 H 0.131 -2.933 -3.789

Forces on the atoms, in the same order (eV/Å):
0.3 -0.5 -0.7
-0.4 0.0 0.1
0.1 -0.5 0.1
0.1 0.5 0.1
-0.2 -0.2 0.0
0.0 0.0 0.0
0.0 0.1 0.0
-0.1 -0.1 0.0
0.1 0.0 0.0
-0.1 -0.1 0.0
0.1 0.3 0.0
0.0 0.0 0.0
0.0 0.0 0.0
0.0 0.0 0.0
0.0 0.0 0.0
0.1 0.0 0.1
0.0 -0.1 -0.1
-0.2 0.2 -0.2
-0.1 -0.2 0.1
0.7 0.4 0.3
-0.1 0.0 -0.1
0.0 0.0 0.0
0.1 0.1 0.1
0.1 0.1 0.0
0.0 0.0 0.0
0.0 -0.1 0.0
0.1 0.0 0.0
-0.1 0.1 0.1
0.2 0.0 0.0
0.0 0.0 0.0
-0.3 -0.1 0.2
-0.1 0.1 0.1
0.0 0.1 0.0
0.0 0.0 0.0
0.0 0.0 0.0
0.0 0.0 0.0
0.0 0.0 0.0
0.0 0.0 0.0
0.0 0.0 0.0
0.0 0.0 0.0
0.0 0.0 0.0
0.0 0.0 0.0
0.0 0.0 0.0
-0.1 0.0 0.0
-0.1 0.0 0.0
0.0 -0.1 -0.1
0.0 0.0 0.0
0.0 0.0 0.0
0.0 0.0 0.0
0.0 0.0 0.0
0.0 0.0 0.0
0.0 0.0 0.0
0.0 0.0 0.0
0.0 0.0 0.0
0.0 0.0 0.0
0.0 0.0 0.0

Taken from the natural (NBO) analysis, the atomic charges in e are: number 1, Sr, carries 1.607; number 2, S, carries -0.323; number 3, C, carries -0.097; number 4, N, carries -0.670; number 5, C, carries 0.101; number 6, C, carries -0.240; number 7, C, carries -0.219; number 8, C, carries -0.244; number 9, C, carries -0.237; number 10, C, carries -0.184; number 11, S, carries 0.349; number 12, H, carries 0.214; number 13, H, carries 0.208; number 14, H, carries 0.208; number 15, H, carries 0.212; number 16, N, carries -0.705; number 17, N, carries -0.525; number 18, C, carries 0.886; number 19, O, carries -0.714; number 20, O, carries -0.941; number 21, H, carries 0.360; number 22, H, carries 0.358; number 23, H, carries 0.357; number 24, C, carries -0.627; number 25, C, carries -0.005; number 26, C, carries -0.197; number 27, C, carries -0.188; number 28, C, carries -0.228; number 29, C, carries -0.233; number 30, C, carries -0.201; number 31, S, carries 1.237; number 32, C, carries -0.831; number 33, O, carries -0.986; number 34, H, carries 0.212; number 35, H, carries 0.210; number 36, H, carries 0.229; number 37, H, carries 0.213; number 38, H, carries 0.268; number 39, H, carries 0.217; number 40, H, carries 0.211; number 41, H, carries 0.236; number 42, H, carries 0.239; number 43, H, carries 0.243; number 44, C, carries -1.089; number 45, Si, carries 0.611; number 46, C, carries -1.091; number 47, C, carries -1.086; number 48, H, carries 0.197; number 49, H, carries 0.202; number 50, H, carries 0.221; number 51, H, carries 0.199; number 52, H, carries 0.223; number 53, H, carries 0.216; number 54, H, carries 0.196; number 55, H, carries 0.213; number 56, H, carries 0.206